The following is a quantum chemistry calculation of a molecular structure, C4H8N2O, from the OMol25 dataset.

ΔE to the lowest compared entry with this formula, charge and spin: 168.08 kJ/mol
E_HOMO: -9.7 eV
Multiplicity: 1
Gap between HOMO and LUMO: 10.702 eV

Cartesian coordinates (Å):
C -0.867 1.671 0.393
C 0.335 0.933 -0.145
O 1.164 0.336 0.910
C 1.090 -0.902 0.326
N 1.525 -2.025 0.683
C 0.191 -0.460 -0.808
N -1.120 -1.075 -0.854
H -1.589 1.016 0.889
H -1.379 2.183 -0.428
H -0.528 2.426 1.109
H 0.962 1.618 -0.725
H 2.027 -1.978 1.569
H 0.650 -0.517 -1.799
H -1.000 -2.019 -1.214
H -1.462 -1.205 0.096

The following is a quantum chemistry calculation of a single C5H5NO molecule, from the OMol25 dataset.

ΔE to the lowest compared entry with this formula, charge and spin: 136.52 kJ/mol
E_HOMO: -10.3 eV
SMILES string: N#C[C@@H]1C[C@@H]1C=O
Multiplicity: 1
Gap between HOMO and LUMO: 10.948 eV

Cartesian coordinates (Å):
N 0.762 -1.588 -2.271
C 0.455 -0.714 -1.576
C 0.171 0.489 -0.821
C 0.910 0.728 0.463
C -0.576 0.476 0.495
C -1.007 -0.885 0.919
O -1.891 -1.135 1.694
H 0.000 1.321 -1.490
H 1.567 -0.065 0.812
H 1.265 1.737 0.649
H -1.233 1.316 0.711
H -0.422 -1.679 0.416

The following is a quantum chemistry calculation of 2 unconnected molecules or ions with the total composition C15H18F3N2O6S, from the OMol25 dataset.

ΔE to the lowest compared entry with this formula, charge and spin: 90.62 kJ/mol
E_HOMO: -2.5 eV
Net charge: -1
Multiplicity: 1
Gap between HOMO and LUMO: 3.545 eV

Cartesian coordinates (Å):
C -6.156 0.519 -0.517
C -5.007 -0.451 -0.522
O -3.739 0.281 -0.290
C -2.672 -0.519 -0.343
N -1.384 -0.014 0.145
N -1.300 1.158 0.550
C -0.259 1.992 -0.007
O 0.799 1.642 -0.509
O -0.632 3.256 0.185
C 0.426 4.194 -0.240
C -0.252 5.533 -0.321
O -2.620 -1.662 -0.763
H -7.075 -0.066 -0.545
H -6.193 1.132 0.386
H -6.163 1.146 -1.412
H -5.102 -1.189 0.287
H -4.920 -0.977 -1.483
H 1.228 4.161 0.515
H 0.836 3.869 -1.209
H 0.484 6.332 -0.378
H -0.856 5.575 -1.231
H -0.893 5.708 0.546
C 3.068 -4.427 -2.785
C 2.656 -3.438 -1.728
C 1.559 -2.578 -1.918
C 1.201 -1.654 -0.949
C 1.942 -1.535 0.276
C 1.638 -0.549 1.239
S 2.468 -0.433 2.746
C 1.402 0.807 3.660
F 1.874 0.995 4.904
F 1.402 2.001 3.011
F 0.122 0.372 3.738
O 2.335 -1.662 3.496
O 3.746 0.234 2.637
C 3.021 -2.459 0.465
C 3.370 -3.368 -0.524
H 3.966 -4.966 -2.456
H 2.290 -5.177 -2.996
H 3.296 -3.950 -3.751
H 0.984 -2.639 -2.843
H 0.334 -0.996 -1.077
H 0.998 0.281 0.990
H 3.565 -2.427 1.408
H 4.211 -4.052 -0.387

The following is a quantum chemistry calculation of a molecular structure, C11H4F6I2MnN2O5S2, from the OMol25 dataset.

E_HOMO (alpha / beta): -11.6 / -11.7 eV
Net charge: +1
Multiplicity: 5
Gap between HOMO and LUMO (alpha / beta): 5.088 / 6.546 eV

Cartesian coordinates (Å):
Mn -0.609 0.624 -0.207
I -3.604 -3.479 -0.391
C -1.548 -3.303 -0.643
C -0.721 -4.420 -0.850
C 0.635 -4.293 -1.025
I 1.792 -6.020 -1.251
C 1.246 -3.013 -1.025
C 2.616 -2.720 -1.171
C 3.045 -1.411 -1.121
C 2.132 -0.375 -0.951
N 0.833 -0.614 -0.809
C 0.394 -1.912 -0.830
C -0.994 -2.041 -0.611
O -1.642 -0.896 -0.397
H -1.169 -5.405 -0.857
H 3.332 -3.517 -1.322
H 4.095 -1.177 -1.224
H 2.448 0.660 -0.952
F -3.300 2.612 2.335
C -2.442 1.698 2.015
F -2.858 0.509 2.382
F -2.341 1.678 0.598
S -0.669 1.957 2.552
O -0.083 0.777 1.901
O -0.607 2.037 3.956
N -0.335 3.282 1.787
S 0.551 3.414 0.509
O 1.877 3.870 0.667
O 0.432 2.188 -0.349
C -0.445 4.637 -0.495
F -0.784 5.686 0.207
F 0.268 4.988 -1.540
F -1.545 3.977 -0.891

The following is a quantum chemistry calculation of a molecular structure, C10H6AlCl2N2O3SSc, from the OMol25 dataset.

E_HOMO (alpha / beta): -22.4 / -21.7 eV
Net charge: +4
Multiplicity: 1
Gap between HOMO and LUMO (alpha / beta): 6.106 / 5.040 eV

Cartesian coordinates (Å):
Al 0.095 0.232 -4.060
Sc 0.682 0.637 -1.158
Cl -0.582 -1.112 -2.252
Cl -0.476 2.115 -2.734
C 1.653 2.113 -0.435
C 0.585 -1.294 -5.079
C 0.667 1.327 -5.503
O 2.257 3.017 0.003
O 0.895 -2.238 -5.683
O 1.028 2.012 -6.370
N 1.353 -2.537 -0.156
C 0.634 -1.843 0.721
N 0.245 -0.564 0.551
C -0.454 -0.020 1.677
C -0.926 1.264 1.796
C -1.536 1.614 3.000
C -1.668 0.697 4.036
C -1.193 -0.606 3.906
C -0.588 -0.950 2.716
S 0.145 -2.493 2.262
H 1.631 -3.502 0.031
H 1.686 -2.127 -1.033
H -0.804 1.971 0.970
H -1.910 2.634 3.116
H -2.144 0.992 4.975
H -1.274 -1.342 4.703

The following is a quantum chemistry calculation of 2 unconnected molecules or ions with the total composition C3H3F, from the OMol25 dataset.

ΔE to the lowest compared entry with this formula, charge and spin: 542.68 kJ/mol
E_HOMO: -8.5 eV
Multiplicity: 1
Gap between HOMO and LUMO: 7.571 eV

Cartesian coordinates (Å):
C -0.333 0.069 0.034
C 0.923 0.503 0.165
C -2.629 -0.565 0.535
F -3.332 0.502 0.149
H 1.521 0.688 1.176
H -2.591 -1.524 -0.170
H 1.497 0.745 -0.782

The following is a quantum chemistry calculation of a molecular structure, C20H19N3O5, from the OMol25 dataset.

ΔE to the lowest compared entry with this formula, charge and spin: 2106.09 kJ/mol
E_HOMO: -8.4 eV
Multiplicity: 1
Gap between HOMO and LUMO: 8.724 eV

Cartesian coordinates (Å):
C -1.707 -0.699 -4.115
H -1.828 -0.874 -5.216
H -1.593 -1.506 -3.665
H -0.804 0.058 -4.000
C -2.861 0.304 -3.623
N -2.842 0.426 -2.192
C -2.408 1.575 -1.753
O -2.077 2.619 -2.835
C -2.124 1.939 -0.526
C -3.331 2.068 0.403
C -3.055 2.061 1.598
C -1.677 2.208 2.118
C -0.719 2.292 1.454
C -0.928 1.904 -0.077
H 0.004 1.997 -0.712
O 0.431 2.051 2.163
C -0.034 2.291 3.572
O -1.379 2.276 3.586
H 0.324 1.380 3.807
H 0.462 3.009 3.893
H -3.871 2.348 2.402
H -4.254 1.792 -0.011
C -3.100 -0.706 -1.412
C -1.924 -1.029 -0.419
N -0.549 -0.884 -1.062
C -0.084 -1.109 0.330
N -0.857 -0.997 1.559
O -2.075 -0.941 0.702
C 1.432 -1.399 0.570
C 2.125 -1.350 -0.636
C 3.577 -1.481 -0.723
C 4.261 -1.496 0.623
C 3.372 -1.593 1.765
C 2.053 -1.349 1.821
H 1.449 -1.380 2.672
H 3.825 -1.772 2.600
O 5.579 -1.602 0.531
C 6.109 -2.110 1.914
H 7.285 -2.034 1.526
H 6.178 -1.180 2.419
H 5.751 -2.839 2.483
H 4.195 -1.772 -1.418
H 1.773 -1.263 -1.569
H -3.923 -0.343 -0.540
H -3.182 -1.532 -1.937
H -3.919 -0.426 -3.891
H -3.080 1.069 -4.180

The following is a quantum chemistry calculation of a single C17H16ClN3O3 molecule, from the OMol25 dataset.

ΔE to the lowest compared entry with this formula, charge and spin: 0.00 kJ/mol
E_HOMO: -8.2 eV
SMILES string: O=C(CCNC(=O)c1ccccc1Cl)N/N=C\c1ccc(O)cc1
Multiplicity: 1
Gap between HOMO and LUMO: 8.550 eV

Cartesian coordinates (Å):
O -4.167 -2.660 0.521
C -3.066 -2.199 0.349
C -1.803 -3.064 0.376
C -0.979 -3.018 -0.926
N 0.410 -2.680 -0.688
C 0.775 -1.391 -0.503
O -0.022 -0.476 -0.613
C 2.218 -1.171 -0.199
C 3.202 -1.888 -0.874
C 4.542 -1.650 -0.633
C 4.916 -0.688 0.293
C 3.953 0.034 0.972
C 2.608 -0.199 0.725
Cl 1.429 0.708 1.597
N -2.800 -0.877 0.152
N -3.784 0.035 0.309
C -3.547 1.277 0.223
C -2.278 1.949 -0.108
C -1.626 1.700 -1.311
C -0.435 2.333 -1.610
C 0.137 3.209 -0.697
O 1.323 3.832 -0.938
C -0.516 3.476 0.503
C -1.716 2.860 0.785
H -2.117 -4.083 0.601
H -1.184 -2.708 1.203
H -1.012 -3.981 -1.436
H -1.380 -2.256 -1.599
H 1.046 -3.419 -0.434
H 2.910 -2.619 -1.613
H 5.293 -2.209 -1.169
H 5.961 -0.499 0.485
H 4.234 0.785 1.694
H -1.838 -0.566 -0.031
H -4.398 1.909 0.448
H -2.062 1.019 -2.027
H 0.065 2.131 -2.548
H 1.668 3.549 -1.794
H -0.063 4.165 1.199
H -2.218 3.064 1.721

The following is a quantum chemistry calculation of a single C4H6N4 molecule, from the OMol25 dataset.

ΔE to the lowest compared entry with this formula, charge and spin: 269.66 kJ/mol
E_HOMO: -8.1 eV
SMILES string: [H]/N=c1/ncccn1N
Multiplicity: 1
Gap between HOMO and LUMO: 8.301 eV

Cartesian coordinates (Å):
H 1.824 2.108 -0.693
N 2.062 1.171 -0.352
C 1.099 0.299 -0.190
N 1.494 -0.912 0.292
C 0.616 -1.803 0.718
C -0.799 -1.604 0.766
C -1.281 -0.414 0.156
N -0.380 0.427 -0.419
N -0.745 1.504 -1.160
H 1.140 -2.691 1.158
H -1.517 -2.195 1.321
H -2.361 -0.085 0.201
H 0.184 2.087 -1.196
H -1.336 2.107 -0.601

The following is a quantum chemistry calculation of 4 unconnected molecules or ions with the total composition C5H16N2O4, from the OMol25 dataset.

E_HOMO (alpha / beta): 0.1 / -3.7 eV
Net charge: -1
Multiplicity: 2
Gap between HOMO and LUMO (alpha / beta): 3.329 / 7.028 eV

Cartesian coordinates (Å):
O 2.063 0.315 -0.927
C 1.325 -0.415 -1.676
C 0.571 -1.612 -1.149
C -0.684 -1.008 -0.347
C -1.501 -0.033 -1.126
C -1.466 0.068 -2.477
N -2.144 1.114 -3.096
N 1.456 -2.472 -0.415
H 1.253 -0.121 -2.729
H 0.221 -2.236 -1.985
H -0.180 -0.567 0.531
H -1.304 -1.840 0.014
H -1.947 0.758 -0.551
H -1.182 -0.712 -3.185
H -2.427 1.073 -4.058
H -2.862 1.516 -2.513
H 1.089 -3.165 0.237
H 2.069 -1.881 0.150
H 2.613 1.403 0.690
H 2.920 2.562 1.430
O 2.574 1.676 1.641
H 1.178 0.599 3.374
H 0.687 1.384 2.247
O 0.369 0.723 2.885
H -1.129 0.537 3.775
H -1.803 1.628 4.747
O -1.758 0.708 4.512

The following is a quantum chemistry calculation of a molecular structure, C3H10N2O3Tl, from the OMol25 dataset.

E_HOMO (alpha / beta): -27.0 / -26.1 eV
Net charge: +4
Multiplicity: 2
Gap between HOMO and LUMO (alpha / beta): 5.545 / 3.683 eV

Cartesian coordinates (Å):
Tl -2.483 1.023 -0.511
C 0.728 2.343 -1.806
C 1.009 0.824 -1.971
O 0.223 0.019 -1.093
O -0.514 2.706 -2.365
H 1.653 2.866 -2.050
H 0.443 2.522 -0.769
H 2.082 0.686 -1.835
H 0.799 0.464 -2.977
H 0.818 -0.714 -0.922
H -0.473 3.612 -2.680
C -0.815 -1.732 2.062
O -1.421 -1.002 1.406
N -0.941 -1.760 3.312
N 0.197 -2.468 1.746
H -0.359 -2.432 3.792
H -1.876 -1.402 3.445
H 0.429 -3.177 2.427
H 0.500 -2.378 0.787

The following is a quantum chemistry calculation of a single CHNO4S molecule, from the OMol25 dataset.

ΔE to the lowest compared entry with this formula, charge and spin: 197.55 kJ/mol
E_HOMO: -9.6 eV
SMILES string: O=COS(=O)#[N+][O-]
Multiplicity: 1
Gap between HOMO and LUMO: 8.140 eV

Cartesian coordinates (Å):
O -0.155 -0.558 1.460
C -0.242 -0.289 0.312
O -1.244 0.385 -0.277
S -2.729 0.706 0.559
O -2.688 1.942 1.234
N -3.512 1.094 -1.187
O -3.137 2.164 -1.580
H 0.679 -0.373 -0.387